Density functional theory data (wB97M-V/def2-TZVPD) for the molecule C6H8.

The HOMO energy is -9.75 eV. Its calculated total energy is -233.328232 Ha. The value obtained for the LUMO energy is 1.11 eV. The calculation puts the relative energy (zero: lowest compared OMol25 entry of this formula, charge and spin) at 1.599 eV. The HOMO-LUMO gap comes out at 10.86 eV. Its SMILES is C#CCCC=C. As for the net charge: 0.

Each line ends with the natural charge from an NBO analysis.
CARTESIAN COORDINATES (ANGSTROEM)
C  -0.231  -0.811  -0.666  -0.47
C  0.407  0.139  0.365  -0.42
C  -0.588  0.549  1.409  -0.17
C  -1.018  1.790  1.594  -0.39
C  0.723  -1.237  -1.686  0.00
C  1.533  -1.581  -2.512  -0.25
H  2.227  -1.884  -3.259  0.23
H  0.779  1.028  -0.155  0.21
H  -0.605  -1.693  -0.151  0.23
H  -0.647  2.632  1.004  0.19
H  -1.103  -0.328  -1.135  0.23
H  1.267  -0.376  0.817  0.22
H  -1.773  2.030  2.343  0.20
H  -0.971  -0.258  2.032  0.19